Entry 1:
Molecular formula: C25H29N13SeTi
Method: DFT, ωB97M-V/def2-TZVPD

Charge = -2
HOMO level (alpha / beta) = -0.53 / -0.53 eV

Atoms and positions in Å:
Ti -1.613 -0.229 1.250
N 0.478 0.253 2.370
C 0.509 1.417 3.230
C -0.878 1.540 3.869
N -1.863 1.478 2.802
H 0.450 -0.583 2.955
H 1.326 0.166 1.807
H 0.717 2.304 2.618
H 1.273 1.364 4.029
H -0.937 2.466 4.475
H -1.046 0.679 4.524
H -1.819 2.317 2.221
H -2.808 1.365 3.163
N -1.727 -3.644 1.098
C -1.593 -3.083 2.336
N -1.589 -3.759 3.487
N -1.456 -2.822 4.423
N -1.376 -1.651 3.889
N -1.463 -1.763 2.555
C -1.715 -2.917 -0.064
N -1.922 -3.440 -1.269
N -1.834 -2.402 -2.100
N -1.592 -1.319 -1.454
N -1.502 -1.590 -0.147
H -1.819 -4.641 1.015
C 0.915 2.875 -2.431
C -0.350 3.446 -2.428
C -1.357 2.915 -1.651
C -1.114 1.786 -0.839
C 0.177 1.219 -0.852
C 1.162 1.753 -1.647
N -2.047 1.198 -0.048
N -3.314 1.583 -0.181
C -4.171 0.789 0.521
C -5.554 1.010 0.402
C -6.443 0.193 1.072
C -5.977 -0.827 1.887
C -4.604 -1.042 2.011
C -3.668 -0.273 1.337
H 1.706 3.280 -3.048
H -0.534 4.325 -3.040
H -2.354 3.338 -1.664
H 0.352 0.310 -0.279
H 2.136 1.291 -1.667
H -5.913 1.811 -0.232
H -7.511 0.346 0.955
H -6.680 -1.460 2.419
H -4.267 -1.845 2.663
C 5.155 0.679 -4.663
C 4.607 0.100 -3.391
C 5.263 0.254 -2.181
C 4.754 -0.280 -1.010
C 5.493 -0.099 0.278
C 3.539 -0.973 -1.044
Se 2.814 -1.608 0.591
C 2.876 -1.166 -2.260
C 1.580 -1.899 -2.378
C 3.426 -0.620 -3.410
H 5.886 1.459 -4.456
H 4.351 1.102 -5.264
H 5.648 -0.099 -5.251
H 6.195 0.811 -2.162
H 6.442 0.412 0.120
H 5.677 -1.071 0.735
H 4.888 0.474 0.981
H 0.741 -1.200 -2.378
H 1.437 -2.581 -1.544
H 1.540 -2.468 -3.307
H 2.900 -0.751 -4.347

Forces on atoms 1 to 2 (eV/Å):
Ti 0.1 2.9 0.3
N 0.1 -0.5 -0.3

=====

Entry 2:
Molecular formula: C25H29N3O2PtSi
Method: DFT, ωB97M-V/def2-TZVPD

Charge = 0
HOMO level (alpha / beta) = -7.73 / -7.63 eV

Atoms and positions in Å:
Pt -0.207 0.082 1.261
C 1.791 -0.184 0.874
Si 1.986 0.231 -0.913
C 0.558 -0.716 -1.690
N -0.684 -0.424 -0.927
C -1.611 -1.568 -0.899
C -2.153 -1.919 -2.288
C -2.471 -0.654 -3.107
C -2.660 0.542 -2.179
C -1.378 0.825 -1.391
C 3.620 -0.358 -1.628
C 3.940 -1.718 -1.537
C 5.172 -2.199 -1.956
C 6.116 -1.321 -2.474
C 5.819 0.030 -2.576
C 4.583 0.506 -2.155
C 1.764 2.061 -1.247
C 1.464 2.955 -0.216
C 1.268 4.306 -0.475
C 1.370 4.787 -1.773
C 1.664 3.913 -2.813
C 1.861 2.565 -2.548
H 2.414 0.434 1.527
H 2.046 -1.232 1.069
H 0.779 -1.783 -1.585
H 0.428 -0.522 -2.761
H -2.425 -1.315 -0.218
H -1.091 -2.420 -0.464
H -3.050 -2.525 -2.150
H -1.431 -2.538 -2.825
H -3.364 -0.809 -3.712
H -1.653 -0.436 -3.799
H -3.493 0.350 -1.498
H -2.911 1.437 -2.749
H -1.607 1.457 -0.536
H -0.683 1.377 -2.022
H 3.214 -2.414 -1.125
H 5.400 -3.254 -1.871
H 7.083 -1.691 -2.795
H 6.553 0.717 -2.980
H 4.368 1.566 -2.232
H 1.362 2.589 0.799
H 1.034 4.984 0.336
H 1.222 5.840 -1.976
H 1.735 4.281 -3.829
H 2.087 1.891 -3.370
O -1.677 1.405 2.288
N -2.367 0.923 3.247
N -2.300 -0.344 3.361
O -1.612 -1.119 2.561
C -3.025 -0.966 4.443
C -2.899 -2.336 4.605
C -3.579 -2.960 5.642
C -4.375 -2.222 6.503
C -4.494 -0.849 6.325
C -3.821 -0.211 5.296
H -2.272 -2.886 3.921
H -3.482 -4.030 5.777
H -4.904 -2.712 7.311
H -5.115 -0.270 6.996
H -3.905 0.855 5.149

Forces on atoms 1 to 2 (eV/Å):
Pt 0.4 0.0 -1.3
C -0.5 -0.3 0.0

=====

Entry 3:
Molecular formula: C25H29N3O3
Method: DFT, ωB97M-V/def2-TZVPD

Charge = 0
HOMO level = -8.14 eV
SMILES string = COc1cccc(C(=O)[C@H]2CCCN(Cc3c(C)n(C)n(-c4ccccc4)c3=O)C2)c1

Atoms and positions in Å:
C 2.226 3.496 -0.056
H 2.034 2.671 -0.748
O 1.817 3.158 1.255
C 0.528 2.785 1.451
C 0.230 2.229 2.699
C -1.048 1.798 2.981
C -2.049 1.887 2.026
C -1.764 2.454 0.793
C -0.484 2.915 0.508
H -0.291 3.347 -0.461
C -2.792 2.521 -0.290
O -3.279 3.549 -0.688
C -3.086 1.160 -0.895
C -1.775 0.640 -1.495
N -1.957 -0.681 -2.061
C -2.906 -0.625 -3.158
C -4.266 -0.170 -2.633
C -4.157 1.204 -1.979
H -5.115 1.503 -1.551
H -3.878 1.953 -2.724
H -4.982 -0.143 -3.455
H -4.615 -0.896 -1.896
H -2.992 -1.625 -3.591
H -2.567 0.065 -3.952
C -0.665 -1.234 -2.451
C 0.156 -1.541 -1.241
C 0.023 -2.593 -0.388
N 1.013 -2.562 0.559
N 1.706 -1.368 0.384
C 1.237 -0.710 -0.755
O 1.697 0.336 -1.182
C 2.964 -1.170 0.971
C 3.351 0.113 1.338
C 4.598 0.317 1.898
C 5.456 -0.749 2.112
C 5.069 -2.027 1.744
C 3.831 -2.243 1.168
H 3.542 -3.235 0.852
H 5.738 -2.861 1.897
H 6.426 -0.586 2.557
H 4.895 1.317 2.178
H 2.680 0.938 1.176
C 0.831 -3.064 1.899
H 0.639 -4.135 1.853
H -0.003 -2.568 2.408
H 1.741 -2.893 2.472
C -0.989 -3.679 -0.393
H -1.605 -3.629 0.504
H -1.634 -3.564 -1.258
H -0.510 -4.657 -0.425
H -0.845 -2.151 -3.020
H -0.099 -0.533 -3.088
H -1.013 0.574 -0.717
H -1.418 1.354 -2.260
H -3.385 0.475 -0.095
H -3.048 1.538 2.245
H -1.267 1.373 3.950
H 1.023 2.145 3.425
H 1.733 4.407 -0.408
H 3.298 3.672 0.011

Forces on atoms 1 to 2 (eV/Å):
C 0.1 0.0 -0.3
H 0.0 0.0 0.0

=====

Entry 4:
Molecular formula: C25H29N3O3S
Method: DFT, ωB97M-V/def2-TZVPD

Charge = 0
HOMO level = -7.95 eV
SMILES string = COc1cccc(/C=C2/Sc3ccc(C(=O)NCCN4CCCCCC4)cc3NC2=O)c1

Atoms and positions in Å:
C -11.395 -0.370 -0.390
H -12.167 -1.080 -0.096
O -10.170 -1.010 -0.127
C -9.015 -0.334 -0.383
C -8.942 0.946 -0.921
C -7.702 1.522 -1.148
C -6.537 0.856 -0.833
C -6.598 -0.421 -0.275
C -7.838 -1.014 -0.079
H -7.915 -2.005 0.341
C -5.398 -1.180 0.052
C -4.281 -0.711 0.630
C -4.144 0.646 1.207
O -5.087 1.282 1.629
N -2.885 1.175 1.260
C -1.670 0.583 0.952
C -0.529 1.370 0.863
C 0.716 0.811 0.608
C 0.826 -0.572 0.471
C -0.301 -1.363 0.557
C -1.550 -0.798 0.783
S -2.951 -1.857 0.893
H -0.230 -2.436 0.458
H 1.787 -1.043 0.325
C 1.888 1.740 0.564
O 1.887 2.802 1.159
N 2.909 1.333 -0.219
H 2.905 0.409 -0.622
C 4.199 1.977 -0.223
H 4.116 2.891 0.368
C 5.248 1.033 0.387
N 5.196 -0.256 -0.275
C 5.359 -1.417 0.571
C 6.750 -1.652 1.175
C 7.863 -1.762 0.134
C 8.235 -0.409 -0.473
H 9.265 -0.452 -0.836
H 8.214 0.338 0.324
C 7.351 0.050 -1.639
H 7.439 1.135 -1.729
H 7.731 -0.378 -2.569
C 5.860 -0.338 -1.556
H 5.741 -1.368 -1.902
H 5.316 0.301 -2.261
H 7.575 -2.463 -0.651
H 8.748 -2.171 0.629
H 6.705 -2.577 1.756
H 6.988 -0.840 1.867
H 5.085 -2.292 -0.029
H 4.633 -1.336 1.387
H 5.001 0.885 1.441
H 6.232 1.514 0.332
H 4.472 2.238 -1.250
H -0.594 2.439 1.004
H -2.846 2.128 1.601
H -5.425 -2.232 -0.204
H -5.580 1.313 -1.030
H -7.653 2.511 -1.579
H -9.833 1.499 -1.171
H -11.504 0.547 0.198
H -11.507 -0.136 -1.454

Forces on atoms 1 to 2 (eV/Å):
C -0.2 0.1 0.0
H 0.0 0.1 0.0

=====

Relative energy (zero: lowest compared OMol25 entry of this formula, charge and spin) for every record listed, in sequence, given in kcal per mole: 35.8; 54.9; 82.1; 33.9.